Molecular formula: C14H16N6O2S2
Method: DFT, ωB97M-V/def2-TZVPD

## Properties
Orbital gap (eV): 8.7
LUMO level (eV): 0.43
HOMO level (eV): -8.313
Electronic energy (Ha): -1818.46704
Charge: 0

Atoms and positions in Å:
C (4.92455, 0.50900, 1.00024)
C (4.71626, 1.43476, -0.19013)
H (4.60117, 2.45902, 0.16486)
H (5.59157, 1.39438, -0.84226)
C (3.48413, 1.05571, -1.01321)
C (2.20888, 1.37518, -0.32650)
N (2.08841, 1.78311, 0.88160)
N (0.84182, 2.01397, 1.27144)
C (-0.02608, 1.78335, 0.34859)
N (-1.37841, 1.90538, 0.53950)
C (-2.27815, 1.63051, -0.45217)
O (-1.92807, 1.40978, -1.59013)
C (-3.71062, 1.54078, 0.01017)
H (-4.38460, 1.99336, -0.71438)
H (-3.86736, 1.94814, 1.00684)
S (-4.14490, -0.25246, 0.02777)
C (-2.59790, -0.82090, 0.61871)
N (-2.11614, -0.59168, 1.81071)
N (-0.85607, -1.01717, 1.82908)
C (-0.56947, -1.50666, 0.64013)
N (-1.65988, -1.41235, -0.17870)
C (-1.78796, -1.77929, -1.55838)
H (-2.82803, -1.65108, -1.85543)
H (-1.15927, -1.13163, -2.17255)
H (-1.48580, -2.81655, -1.69954)
C (0.72248, -2.00088, 0.27481)
C (1.87078, -2.04167, 1.02626)
C (2.86206, -2.58876, 0.18559)
C (2.25304, -2.83539, -1.00833)
O (0.95936, -2.48352, -0.96748)
H (2.61659, -3.24490, -1.93017)
H (3.88518, -2.77864, 0.43605)
H (1.96626, -1.71223, 2.03887)
H (-1.66574, 2.02891, 1.50218)
S (0.65922, 1.24141, -1.16696)
H (3.50193, -0.01626, -1.23598)
H (3.49488, 1.58536, -1.97026)
H (5.07149, -0.51536, 0.66548)
H (5.80129, 0.81532, 1.56499)
H (4.05889, 0.54628, 1.65400)